Entry from the OMol25 dataset: 10 unconnected molecules or ions with the total composition C17H49NO9P in a non-equilibrium geometry (wB97M-V/def2-TZVPD).

The geometry in XYZ format:
```
77
Properties=species:S:1:pos:R:3:forces:R:3
C -0.053 -1.252 -2.065 -0.944 -0.143 1.144
C 0.029 -2.603 -1.296 -0.014 -2.116 0.767
C -1.082 -3.596 -1.362 1.572 -0.569 1.226
C -0.993 -4.842 -0.595 2.088 1.253 0.521
C 0.207 -5.097 0.213 -1.315 0.916 -1.349
N 1.226 -4.167 0.228 -1.979 -0.314 -0.873
C 1.195 -2.965 -0.467 -1.338 0.126 -0.074
P 2.655 -1.801 -0.369 0.376 0.723 -1.626
C 4.181 -2.885 -0.369 -0.044 -1.130 0.607
C 2.574 -0.674 1.132 0.479 -0.151 0.577
H 0.654 -0.518 -1.608 -0.455 -0.626 -0.887
H 0.043 -1.349 -3.174 0.263 -0.030 1.022
H -1.091 -0.842 -1.870 1.039 -0.450 -0.273
H -2.001 -3.411 -1.994 1.217 -0.058 0.688
H -1.792 -5.625 -0.564 0.809 1.035 -0.225
H 0.346 -6.027 0.823 -0.059 0.973 -0.709
H 2.039 -4.401 0.800 -0.255 0.334 -0.264
H 4.254 -3.605 0.494 0.110 0.693 -0.620
H 5.115 -2.266 -0.384 -1.026 -0.373 0.024
H 4.172 -3.522 -1.301 -0.101 0.883 0.856
H 1.617 -0.763 1.707 0.901 0.045 -0.471
H 2.697 0.382 0.757 -0.278 -1.193 0.333
H 3.459 -0.892 1.799 -1.073 0.181 -0.500
C -4.463 -1.919 -2.347 -0.010 0.150 -0.312
O -3.838 -2.635 -3.407 0.181 -0.052 0.079
H -4.362 -2.496 -1.428 0.000 -0.034 -0.085
H -3.975 -0.948 -2.221 -0.143 0.057 0.189
H -5.522 -1.776 -2.569 -0.012 0.073 0.212
H -3.940 -2.104 -4.205 0.062 -0.195 0.028
C 0.048 2.843 -2.660 0.378 0.167 0.065
O 1.184 1.994 -2.798 0.075 -0.220 0.083
H -0.837 2.303 -2.991 0.097 -0.038 0.024
H -0.073 3.127 -1.612 -0.294 0.108 -0.063
H 0.179 3.736 -3.276 -0.231 0.075 0.084
H 1.952 2.495 -2.499 -0.061 -0.098 -0.118
C -1.223 2.938 1.408 -0.348 0.203 0.030
O -1.909 3.662 0.392 0.069 -0.072 -0.062
H -0.223 2.695 1.048 -0.051 0.036 -0.038
H -1.143 3.547 2.311 0.150 -0.185 0.094
H -1.760 2.012 1.631 0.162 -0.077 0.138
H -2.788 3.865 0.731 0.118 0.069 -0.142
C 1.347 -8.546 2.854 0.040 -0.260 0.053
O 0.602 -8.029 1.752 -0.219 0.270 -0.184
H 1.832 -7.718 3.369 -0.103 0.014 -0.082
H 0.673 -9.057 3.545 0.157 -0.005 0.111
H 2.106 -9.241 2.492 0.035 0.002 0.152
H 0.183 -8.780 1.315 0.021 0.163 -0.006
C 1.533 0.626 5.131 -0.154 -0.178 -0.140
O 0.791 1.141 4.031 -0.014 0.045 -0.192
H 2.005 1.457 5.652 -0.071 0.004 -0.105
H 0.864 0.102 5.818 0.157 -0.015 0.130
H 2.306 -0.059 4.771 0.089 -0.014 0.192
H 0.383 0.390 3.586 -0.034 0.162 0.088
C 1.863 5.736 1.069 -0.209 -0.188 -0.054
O 1.779 5.270 -0.273 0.060 -0.110 -0.167
H 2.653 6.483 1.130 -0.031 -0.065 -0.095
H 0.914 6.189 1.364 0.080 0.053 0.162
H 2.101 4.905 1.737 0.022 0.131 0.163
H 1.076 4.611 -0.303 -0.004 0.205 -0.073
C 0.860 6.642 -4.475 0.160 0.103 0.317
O 0.238 7.017 -3.251 -0.146 -0.033 -0.020
H 0.087 6.447 -5.218 -0.011 0.037 0.096
H 1.502 7.453 -4.827 0.033 -0.124 -0.196
H 1.453 5.736 -4.323 0.064 -0.012 -0.232
H 0.942 7.182 -2.613 -0.205 -0.054 0.036
C -1.394 -5.690 4.693 -0.012 -0.162 -0.194
O -0.287 -5.534 3.811 0.150 0.045 -0.289
H -1.292 -4.977 5.510 0.075 -0.024 -0.091
H -2.326 -5.494 4.158 -0.100 -0.014 0.179
H -1.405 -6.704 5.099 -0.143 0.060 0.119
H -0.400 -6.175 3.097 0.081 -0.014 0.174
C -3.524 8.099 -2.521 0.302 -0.136 -0.157
O -3.021 8.057 -3.847 -0.012 -0.096 -0.095
H -4.422 8.716 -2.508 0.059 -0.024 -0.085
H -3.776 7.089 -2.186 -0.086 0.067 0.197
H -2.777 8.535 -1.853 -0.128 -0.013 0.166
H -2.228 7.506 -3.833 -0.014 0.202 0.024
```
Forces are in eV/Å.

Computed properties:
Multiplicity: 1
Orbital gap (eV): 7.154
Total charge: +1
Highest occupied orbital energy (eV): -11.1

***

Entry from the OMol25 dataset: C6H10 in the gas phase (wB97M-V/def2-TZVPD).

The geometry in XYZ format:
```
16
Properties=species:S:1:pos:R:3:forces:R:3
C -2.342 -0.230 0.287 -0.051 0.016 0.033
C -0.936 -0.319 -0.296 0.003 -0.070 -0.051
C -0.016 0.792 0.243 0.061 0.056 0.021
C 1.305 0.808 -0.453 -0.102 -0.019 0.018
C 2.344 -0.038 -0.199 -0.082 -0.009 0.065
C 2.144 -1.069 0.762 0.172 0.087 -0.244
H -2.310 -0.252 1.382 -0.007 -0.001 -0.147
H -2.965 -1.066 -0.047 0.098 0.125 0.037
H -2.838 0.700 -0.015 0.069 -0.128 0.051
H -0.464 -1.272 -0.028 -0.084 0.123 -0.053
H -0.980 -0.280 -1.393 0.016 0.014 0.150
H -0.509 1.765 0.114 0.102 -0.142 0.005
H 0.142 0.609 1.312 0.022 -0.020 -0.143
H 3.231 0.058 -0.833 -0.085 -0.031 0.111
H 1.406 1.506 -1.287 -0.020 -0.108 0.075
H 2.880 -1.871 0.549 -0.114 0.106 0.070
```
Forces are in eV/Å.

Computed properties:
Multiplicity: 1
Orbital gap (spin up / spin down) (eV): 7.542 / 7.558
Total charge: 0
Relative energy (zero: lowest compared OMol25 entry of this formula, charge and spin) (kJ/mol): 374.0
Highest occupied orbital energy (spin up / spin down) (eV): -8.3 / -8.3

***

Entry from the OMol25 dataset: a molecular structure, C5H14O in a non-equilibrium geometry (wB97M-V/def2-TZVPD).

The geometry in XYZ format:
```
20
Properties=species:S:1:pos:R:3:forces:R:3
C 0.292 1.150 -0.733 -3.191 -2.219 -0.944
C -0.278 2.443 -1.254 0.306 0.030 -0.066
C 0.613 1.058 0.696 -0.430 -2.158 1.434
O 1.263 0.678 -1.609 0.617 0.067 -0.090
H 1.712 -0.079 -1.215 -0.076 0.075 0.000
H -1.038 -0.704 -0.156 0.336 -2.106 3.728
H 0.490 3.219 -1.220 0.045 0.069 0.052
H -1.119 2.765 -0.644 -0.057 -0.037 -0.033
H -0.584 2.340 -2.293 -0.091 -0.045 0.024
H -0.042 1.656 1.325 0.071 0.384 -0.113
H 0.286 -0.035 1.017 1.365 2.224 -0.392
H 1.660 1.258 0.922 -0.004 -0.010 0.057
C -0.955 -1.550 0.912 -1.307 0.184 -2.721
C 0.125 -2.586 0.638 -0.019 0.037 -0.076
H 1.120 -2.163 0.790 0.078 -0.036 -0.005
H -1.945 -1.976 0.750 -0.064 -0.426 0.027
H -0.978 -1.273 1.965 0.229 0.856 -0.278
H -0.723 0.197 -0.792 2.146 3.079 -0.616
H 0.068 -2.942 -0.392 0.040 -0.023 0.015
H 0.034 -3.455 1.295 0.005 0.054 -0.004
```
Forces are in eV/Å.

Computed properties:
Multiplicity: 1
Orbital gap (eV): 9.732
Total charge: 0
Relative energy (zero: lowest compared OMol25 entry of this formula, charge and spin) (kJ/mol): 297.6
Highest occupied orbital energy (eV): -8.8

***

Entry from the OMol25 dataset: 2 unconnected molecules or ions with the total composition C5H14 in a non-equilibrium geometry (wB97M-V/def2-TZVPD).

The geometry in XYZ format:
```
19
Properties=species:S:1:pos:R:3:forces:R:3
C -0.830 -0.549 2.710 -0.389 0.339 1.061
C 0.114 -0.181 1.559 0.068 -0.808 0.732
C 0.372 -1.476 0.775 0.617 0.327 -0.846
H -0.434 -1.410 3.279 -0.096 0.309 -0.320
H -1.060 0.221 3.463 0.665 0.189 -0.263
H -1.847 -0.805 2.413 0.126 -0.349 -0.618
H 1.035 0.270 1.950 0.006 -0.424 0.059
H -0.247 0.582 0.907 -0.789 0.432 -0.333
H 0.437 -1.324 -0.305 0.248 0.330 -0.003
H -0.447 -2.173 0.851 -0.261 -0.276 0.451
H 1.307 -1.962 1.063 -0.203 -0.090 0.159
C 0.282 0.662 -2.944 -1.352 0.812 -0.221
C 0.147 1.516 -1.654 0.662 -0.142 -1.364
H 0.022 -0.376 -2.732 0.590 -0.104 -0.119
H -0.499 0.991 -3.645 -0.061 -0.070 0.139
H 1.182 0.813 -3.541 0.314 -0.355 0.580
H 0.316 2.569 -1.899 -0.588 0.012 -0.016
H 1.003 1.306 -1.025 -0.284 -0.423 0.727
H -0.852 1.328 -1.225 0.727 0.290 0.195
```
Forces are in eV/Å.

Computed properties:
Multiplicity: 1
Orbital gap (eV): 12.474
Total charge: 0
Relative energy (zero: lowest compared OMol25 entry of this formula, charge and spin) (kJ/mol): 45.0
Highest occupied orbital energy (eV): -11.3

***

Entry from the OMol25 dataset: C6H9ClO in the gas phase in a non-equilibrium geometry (wB97M-V/def2-TZVPD).

The geometry in XYZ format:
```
17
Properties=species:S:1:pos:R:3:forces:R:3
C -0.948 0.542 1.222 1.850 0.010 1.066
C -1.839 0.099 0.151 -0.810 0.505 0.084
C 1.275 0.336 0.620 -0.012 2.299 0.459
C 2.561 1.106 0.239 -4.115 2.655 -0.505
C -0.443 -1.720 -0.975 -0.205 -1.286 -2.926
C -1.544 -0.813 -0.756 -2.483 0.448 -0.534
O 0.227 1.194 0.629 2.222 -1.284 0.128
Cl -2.865 -0.935 -2.025 0.971 -0.239 0.570
H -1.360 1.306 1.866 -0.445 0.150 -0.062
H -0.443 -0.184 1.894 -1.014 -0.199 -0.561
H -2.752 0.703 0.053 0.361 -0.540 -0.152
H 2.964 1.764 1.002 0.008 -0.437 0.808
H 3.233 0.392 -0.068 1.829 -1.103 -1.104
H 2.210 1.948 -0.484 0.951 -1.664 0.327
H 0.416 -1.543 -0.447 1.529 0.226 2.690
H -0.733 -2.812 -0.990 0.321 1.323 -0.185
H 0.040 -1.383 -1.932 -0.959 -0.868 -0.101
```
Forces are in eV/Å.

Computed properties:
Multiplicity: 1
Orbital gap (eV): 9.206
Total charge: 0
Relative energy (zero: lowest compared OMol25 entry of this formula, charge and spin) (kJ/mol): 396.4
Highest occupied orbital energy (eV): -8.6

***

Entry from the OMol25 dataset: a molecular structure, CH19O9 in a non-equilibrium geometry (wB97M-V/def2-TZVPD).

The geometry in XYZ format:
```
29
Properties=species:S:1:pos:R:3:forces:R:3
C 0.994 9.441 -7.322 0.233 -0.834 -0.446
O -0.249 9.987 -7.036 5.757 -5.069 -5.273
H 1.055 9.338 -8.406 0.920 -1.455 1.962
H 1.837 10.080 -7.062 0.023 -0.140 0.420
H 1.036 8.432 -6.911 -0.071 -0.034 0.763
O 0.513 12.023 -7.235 2.660 4.220 -0.938
H 0.278 11.130 -7.486 -0.574 1.001 -0.033
H 0.741 11.960 -6.307 -0.274 0.235 0.016
O 2.682 7.656 -8.341 0.978 -4.098 4.841
H 3.460 7.427 -7.832 0.396 -0.095 0.116
H 2.104 8.091 -7.714 -0.107 -0.464 0.600
O 0.117 9.896 -4.845 1.548 -0.117 4.326
H -0.024 9.962 -5.789 0.151 0.134 0.623
H 0.608 10.687 -4.620 0.041 0.127 0.398
O 0.841 10.317 -10.035 -0.656 1.410 -1.229
H 0.435 11.181 -9.969 -0.276 0.341 0.127
H 0.691 9.916 -9.179 -0.892 1.160 -1.878
O -1.336 8.664 -8.590 -1.237 -1.477 -2.396
H -0.906 9.397 -8.151 -0.581 0.260 -0.013
H -0.747 7.922 -8.451 -0.204 -0.296 -0.047
O -1.456 8.228 -5.944 -1.053 -2.342 0.885
H -0.765 7.861 -5.393 -0.059 0.099 0.415
H -1.009 8.871 -6.494 -0.584 -0.334 -0.125
O 2.545 8.752 -10.133 0.391 2.000 -4.663
H 3.304 8.293 -10.493 0.083 -0.207 0.019
H 2.508 8.473 -9.218 0.617 0.808 -1.552
O -1.675 11.290 -6.349 -4.773 3.121 1.873
H -1.037 10.583 -6.441 -2.413 1.866 1.184
H -1.923 11.508 -7.247 -0.042 0.180 0.025
```
Forces are in eV/Å.

Computed properties:
Multiplicity: 1
Orbital gap (eV): 8.125
Total charge: -1
Relative energy (zero: lowest compared OMol25 entry of this formula, charge and spin) (kJ/mol): 912.0
Highest occupied orbital energy (eV): -5.5

***

Entry from the OMol25 dataset: 2 unconnected molecules or ions with the total composition C11H14OS in a non-equilibrium geometry (wB97M-V/def2-TZVPD).

The geometry in XYZ format:
```
27
Properties=species:S:1:pos:R:3:forces:R:3
C 3.312 0.871 0.127 0.099 -0.056 0.094
C 2.544 1.519 -0.830 0.050 0.062 -0.052
C 2.848 -0.289 0.731 0.068 0.153 -0.011
C 1.309 1.018 -1.193 -0.038 -0.134 0.066
C 1.605 -0.785 0.389 -0.110 0.205 -0.283
C 0.826 -0.137 -0.579 0.761 0.098 0.232
C 1.004 -2.042 0.923 -0.533 0.036 0.119
C -0.455 -0.743 -0.810 -2.694 2.313 1.038
C -3.247 0.483 -0.748 0.048 0.074 -0.127
C -1.781 0.819 1.316 -0.065 0.186 -0.118
C -1.938 0.890 -0.169 1.969 -2.490 -0.307
O -0.819 -3.328 -0.597 -0.237 -0.994 -0.354
S -0.754 -2.148 0.277 0.909 0.822 -0.174
H 4.276 1.271 0.402 0.080 0.024 0.020
H 2.916 2.422 -1.291 0.027 0.065 -0.053
H 3.459 -0.802 1.459 0.049 -0.041 0.100
H 0.711 1.517 -1.940 -0.060 0.079 -0.098
H 1.513 -2.930 0.543 -0.179 -0.105 -0.034
H 0.982 -2.078 2.011 -0.013 -0.039 0.038
H -0.856 -0.844 -1.805 0.001 -0.339 -0.186
H -3.543 -0.504 -0.399 -0.043 -0.080 0.060
H -3.214 0.477 -1.835 -0.061 -0.013 -0.068
H -4.019 1.193 -0.440 -0.133 0.038 0.024
H -0.733 0.899 1.599 0.101 0.052 0.066
H -2.183 -0.114 1.706 -0.048 -0.042 0.036
H -2.318 1.641 1.797 -0.060 0.082 0.077
H -1.443 1.727 -0.643 0.111 0.046 -0.102
```
Forces are in eV/Å.

Computed properties:
Multiplicity: 1
Orbital gap (spin up / spin down) (eV): 8.128 / 8.127
Total charge: 0
Relative energy (zero: lowest compared OMol25 entry of this formula, charge and spin) (kJ/mol): 187.1
Highest occupied orbital energy (spin up / spin down) (eV): -7.9 / -7.9

***

Entry from the OMol25 dataset: a molecular structure, C13H7MoNO10S2 in a non-equilibrium geometry (wB97M-V/def2-TZVPD).

The geometry in XYZ format:
```
34
Properties=species:S:1:pos:R:3:forces:R:3
Mo 0.082 -1.146 -0.314 -2.088 0.761 -4.244
O 1.181 -1.256 -2.048 0.164 0.312 -0.305
S -0.035 -0.986 -2.941 0.111 0.295 -0.558
O -0.033 -1.651 -4.178 0.126 -0.009 -0.147
O -1.085 -1.325 -1.913 -1.057 -0.246 -0.328
C -0.538 0.748 -3.189 0.177 -0.582 -0.624
C -0.661 1.134 -4.516 0.251 -0.248 0.320
C -1.435 2.238 -4.864 -0.087 0.158 0.216
C -2.100 2.959 -3.886 0.122 -0.183 -0.158
C -1.915 2.630 -2.548 0.035 -0.263 0.271
C -1.165 1.518 -2.201 -0.045 0.389 0.571
S -0.736 1.350 -0.474 -0.233 0.929 0.257
O -1.395 0.279 0.350 -0.017 -0.301 -0.692
O -0.683 2.608 0.160 -0.139 0.195 -0.143
O 0.607 0.627 -0.655 1.542 3.203 -0.111
H -0.172 0.543 -5.276 -0.078 -0.082 -0.105
H -1.529 2.513 -5.902 -0.012 0.001 -0.095
H -2.750 3.778 -4.153 0.067 0.092 0.006
H -2.341 3.240 -1.767 -0.066 0.096 0.066
O 1.463 -1.525 7.685 -0.032 -0.075 -0.079
C 1.603 -1.149 6.634 -0.323 -0.631 1.203
O 1.812 -0.657 5.572 0.707 1.040 -0.354
C 1.529 -0.836 4.198 -0.507 -0.133 -2.921
C 1.922 0.189 3.317 -0.053 -0.653 1.749
C 1.648 0.054 1.983 -0.421 -0.427 -1.056
N 0.965 -1.003 1.452 1.935 -0.223 4.543
C 0.652 -2.012 2.345 0.355 1.155 -0.467
C 0.906 -1.975 3.702 0.288 0.343 0.477
C -0.084 -3.121 1.670 -0.203 -0.796 0.799
O -0.514 -4.120 2.135 0.365 0.713 -0.398
O -0.213 -2.697 0.366 -0.800 -4.812 2.117
H 2.433 1.068 3.683 0.060 0.056 -0.039
H 1.973 0.803 1.270 -0.068 0.025 0.168
H 0.609 -2.821 4.307 -0.073 -0.099 0.059
```
Forces are in eV/Å.

Computed properties:
Multiplicity: 1
Orbital gap (spin up / spin down) (eV): 6.680 / 6.628
Total charge: +2
Highest occupied orbital energy (spin up / spin down) (eV): -15.3 / -15.1

***

Question: Which of these has the lowest total charge?
Answer: CH19O9

***

Question: Which value of multiplicity does entry 7 give?
Answer: 1

***

Question: Which formula does entry 5 have?
Answer: C6H9ClO